# 1
The following is a DFT calculation (the ωB97M-V functional and the def2-TZVPD basis) of an isolated molecule of C2H3N3O.

Geometry (Å):
O1 1.121 1.825 0.528
C1 -0.757 0.116 0.650
C2 0.215 -0.073 -0.247
N1 1.204 0.947 -0.312
N2 0.338 -1.204 -1.078
H1 -0.211 -1.124 -1.928
H2 -1.580 0.328 2.366
H3 1.309 -1.335 -1.339
N3 -1.649 0.515 1.367

As for the SMILES: N=C=C(N)N=O. As for the HOMO energy (spin up / spin down): -0.3294 / -0.3294 Eh. The calculation puts the total energy at -8636.6148 eV. The value obtained for the molar mass is 85.1 g mol⁻¹. The value obtained for the strongest force on any atom is 0.80 eV Å⁻¹. The HOMO-LUMO gap (spin up / spin down) is 8.6 / 8.6 eV. Its relative energy (zero: lowest compared OMol25 entry of this formula, charge and spin) is 89.47 kcal per mole.



# 2
The following is a DFT calculation (the ωB97M-V functional and the def2-TZVPD basis) of an isolated molecule of C4H4O3S at a distorted geometry.

Geometry (Å):
H1 -0.071 1.553 0.857
H2 -0.603 -0.171 -1.525
O1 -1.771 -1.303 0.550
C1 -0.614 -0.605 0.624
C2 0.063 -0.181 -0.649
C3 -0.594 0.802 0.260
O2 -2.580 0.002 -1.395
O3 -2.864 0.934 0.806
C4 -1.846 1.496 0.030
S1 -3.051 -0.404 -0.052
H3 1.109 -0.427 -0.789
H4 -0.063 -1.010 1.373

As for the SMILES: O=[S@]12=C(O1)[C@@H]1C[C@@H]1O2. As for the HOMO energy: -0.3150 Eh. The calculation puts the total energy at -21183.9473 eV. The value obtained for the molar mass is 132.1 g mol⁻¹. The value obtained for the strongest force on any atom is 3.73 eV Å⁻¹. The HOMO-LUMO gap is 8.3 eV. Its relative energy (zero: lowest compared OMol25 entry of this formula, charge and spin) is 155.96 kcal per mole.



# 3
The following is a DFT calculation (the ωB97M-V functional and the def2-TZVPD basis) of C49H43AsN2O7S5Ti as an isolated structure at a distorted geometry.

Geometry (Å):
C1 3.272 2.894 -2.513
H1 -1.699 1.113 4.968
C2 -5.766 2.008 5.002
O1 -0.148 2.070 -0.595
H2 -1.062 -5.467 -4.898
H3 -0.818 -0.195 5.802
C3 1.529 -0.976 5.128
H4 -3.116 -0.937 5.075
C4 3.268 1.613 -1.976
H5 -0.717 -3.699 -6.612
C5 -1.266 -1.724 -3.919
C6 -2.269 3.916 -4.788
H6 6.377 3.874 -1.607
H7 -0.941 5.446 -0.108
O2 -2.402 0.492 -4.618
C7 -1.884 0.049 2.186
C8 4.997 -2.137 0.496
C9 -6.665 -0.124 5.625
C10 -1.332 -4.059 -3.315
H8 1.704 -2.502 -3.051
C11 -1.691 3.455 -2.138
H9 1.819 0.371 3.472
C12 1.492 -2.210 4.487
C13 4.390 3.706 -2.380
C14 2.403 -0.580 -3.691
H10 1.841 0.035 6.990
H11 -0.305 3.122 -5.177
C15 -5.079 0.028 3.822
C16 3.747 -2.712 0.335
H12 -1.462 -4.773 -2.516
H13 1.677 -4.329 4.703
As1 1.782 0.280 -2.016
H14 -3.659 4.173 -1.702
C17 5.525 1.963 -1.183
H15 1.286 -2.242 3.427
N1 -0.181 0.169 3.868
C18 1.976 -3.313 6.562
C19 -0.275 4.590 -0.130
H16 2.134 -4.221 7.125
H17 -5.711 3.076 5.148
C20 3.022 -0.799 -0.932
C21 -4.188 -0.620 2.797
C22 2.167 -1.939 -3.856
C23 -0.523 0.130 2.543
C24 4.282 -0.204 -0.742
H18 -4.373 1.989 3.369
C25 2.031 -2.086 7.200
C26 -3.207 4.222 -3.811
H19 5.763 -2.658 1.053
C27 2.504 -2.577 -5.039
C28 -1.110 -4.422 -4.630
C29 3.323 -0.504 -5.917
H20 4.388 4.705 -2.792
H21 -4.377 -0.213 1.802
C30 -1.037 3.385 -4.432
H22 0.207 4.460 0.834
H23 -1.833 -1.853 4.236
H24 2.402 3.267 -3.044
O3 -1.690 0.454 -2.314
S1 0.708 0.181 1.344
H25 2.318 -3.636 -5.154
S2 -2.444 0.635 0.667
H26 1.268 1.153 4.978
H27 6.243 -0.450 0.100
S3 -1.370 0.067 -3.713
C31 -5.913 -0.729 4.633
C32 -6.586 1.244 5.818
H28 -5.972 -1.799 4.487
S4 -1.505 -2.320 -1.244
C33 4.410 1.140 -1.301
C34 2.765 -2.047 -0.385
H29 -4.157 4.652 -4.088
H30 3.338 -2.352 -7.001
C35 -2.294 -0.862 4.362
H31 1.782 -2.495 -0.489
C36 5.512 3.238 -1.717
H32 -7.158 1.713 6.606
H33 -0.876 -1.300 -5.947
C37 -5.017 1.404 4.009
O4 -0.249 -1.503 -1.059
H34 -4.361 -1.703 2.768
C38 -1.236 0.123 4.846
C39 3.082 -1.859 -6.073
O5 -2.674 -1.520 -1.008
H35 3.777 0.056 -6.723
Ti1 -0.559 0.255 -0.832
H36 3.540 -3.680 0.772
C40 -2.933 3.973 -2.477
H37 -7.304 -0.725 6.255
C41 2.986 0.133 -4.735
S5 -1.279 3.078 -0.446
C42 -0.739 3.169 -3.103
C43 1.177 0.261 4.347
C44 1.712 -3.372 5.202
H38 0.469 4.695 -0.910
C45 -0.918 -3.428 -5.587
H39 3.169 1.195 -4.623
H40 0.211 2.737 -2.806
N2 -2.804 -0.358 3.116
O6 -1.409 -3.527 -0.470
C46 1.803 -0.922 6.487
O7 -0.040 0.547 -4.052
C47 -1.402 -2.719 -2.966
C48 -1.005 -2.092 -5.229
H41 2.243 -2.033 8.258
C49 5.266 -0.889 -0.037
H42 -2.500 4.083 -5.829
H43 6.405 1.611 -0.667

Its expectation value of S² is 2.0063. As for the spin multiplicity: 3. As for the HOMO energy (spin up / spin down): -0.2220 / -0.2839 Eh. The calculation puts the total energy at -206955.3387 eV. The value obtained for the molar mass is 1055.0 g mol⁻¹. The value obtained for the strongest force on any atom is 3.83 eV Å⁻¹. The HOMO-LUMO gap (spin up / spin down) is 6.3 / 7.5 eV.



# 4
The following is a DFT calculation (the ωB97M-V functional and the def2-TZVPD basis) of C40H40ClIN2OP3RuSe2 as an isolated structure.

Geometry (Å):
H1 -1.664 -3.437 2.081
H2 -2.618 1.659 2.911
P1 -0.314 1.894 2.223
P2 3.027 0.094 0.803
C1 5.731 -2.914 0.103
C2 5.097 -0.435 -0.976
H3 -7.554 1.981 -0.782
H4 -2.296 -0.270 4.578
I1 -5.106 -2.321 -1.509
C3 -6.486 1.911 -0.942
H5 -5.989 2.350 1.101
H6 2.243 -2.068 -0.737
H7 0.024 3.963 1.055
H8 6.690 -0.797 -2.360
H9 4.831 0.523 -1.408
H10 1.392 1.396 3.877
H11 -2.066 -3.014 3.760
H12 -0.062 1.710 -6.423
Se1 1.876 0.995 -0.791
C4 -1.682 1.603 -2.919
H13 0.365 -0.208 -4.918
H14 2.754 -4.203 -1.877
C5 -0.516 1.679 -5.441
C6 -2.264 1.559 -1.539
C7 -0.274 0.604 -4.597
C8 -1.933 2.673 -3.772
Se2 1.784 -1.094 2.108
C9 -0.820 -2.975 -1.407
H15 -3.882 -1.792 1.361
C10 -3.197 -3.132 -1.713
C11 -5.990 1.612 -2.202
C12 -1.780 -4.896 -2.536
H16 7.255 -3.006 -1.403
P3 -1.807 -1.055 2.319
C13 1.439 -2.683 -1.112
H17 5.909 3.998 3.754
C14 1.042 2.301 3.382
C15 -1.563 -0.010 3.811
C16 5.360 3.257 3.187
H18 1.878 2.714 2.819
H19 3.695 2.887 0.257
Ru1 -0.417 -0.181 0.272
H20 4.307 0.043 3.395
H21 -0.569 -0.229 4.211
C17 -1.663 1.470 3.410
H22 4.116 -2.551 1.480
H23 5.585 1.727 4.676
H24 -2.584 3.477 -3.448
H25 0.716 3.031 4.126
H26 4.974 4.577 1.540
C18 4.374 -0.927 0.109
C19 -1.453 -2.746 2.898
C20 4.471 1.033 2.985
H27 -4.242 1.258 -3.390
C21 3.939 1.360 1.740
C22 -1.344 2.714 -5.027
H28 -1.532 3.555 -5.682
H29 -4.110 -1.338 3.076
O1 -2.236 -1.254 -0.630
H30 5.974 -3.882 0.521
C23 -4.243 2.022 -0.093
N1 -1.503 1.356 -0.557
C24 -3.736 1.725 -1.358
H31 -1.676 3.511 1.034
H32 -3.890 -4.902 -2.730
C25 1.724 -3.895 -1.761
C26 5.179 1.981 3.705
H33 -0.972 4.239 2.505
H34 -6.670 1.436 -3.025
C27 -4.621 1.519 -2.411
H35 -3.969 -0.101 1.794
C28 4.125 2.635 1.219
C29 4.836 3.583 1.944
C30 6.133 -1.180 -1.515
C31 4.693 -2.168 0.647
H36 -0.398 -2.837 3.157
N2 0.218 -2.241 -0.928
H37 -0.671 -0.268 -2.673
C32 -0.791 3.566 1.664
C33 -5.607 2.116 0.116
C34 0.693 -4.658 -2.230
C35 -0.850 0.568 -3.336
Cl1 -1.602 -6.428 -3.347
C36 -2.127 -2.394 -1.215
C37 -3.618 -1.075 2.137
H38 -3.547 2.170 0.723
C38 -0.634 -4.208 -2.070
H39 0.878 -5.599 -2.732
C39 6.450 -2.421 -0.977
H40 -1.617 2.125 4.283
C40 -3.026 -4.366 -2.361

Its expectation value of S² is 8.7746. As for the spin multiplicity: 6. As for the HOMO energy (spin up / spin down): -0.2487 / -0.2608 Eh. The calculation puts the total energy at -228922.8974 eV. The value obtained for the molar mass is 1079.0 g mol⁻¹. The value obtained for the strongest force on any atom is 0.19 eV Å⁻¹. The HOMO-LUMO gap (spin up / spin down) is 7.1 / 6.5 eV. Its relative energy (zero: lowest compared OMol25 entry of this formula, charge and spin) is 5.84 kcal per mole.



> Number 4 is which compound?

C40H40ClIN2OP3RuSe2